Record 1
C6H7IO | the ωB97M-V functional and the def2-TZVPD basis

Atoms and positions in Å:
I 3.76 -0.07 -0.16
O 1.24 -1.14 0.84
C 1.14 1.06 -0.23
C -0.73 -1.49 -0.64
C -1.47 -0.73 0.20
C 1.75 -0.01 0.26
C -1.35 0.69 0.32
C -0.27 1.44 -0.01
H 1.76 1.88 -0.69
H -0.17 -0.88 -1.25
H 0.23 -1.01 0.95
H -2.23 1.35 0.47
H -0.99 -2.45 -0.84
H -2.25 -1.13 0.85
H -0.42 2.49 -0.06

Results
- orbital gap (eV) = 8.573
- HOMO level (eV) = -8.29
- LUMO (eV) = 0.28
- energy relative to the best compared isomer or geometry (same formula, charge and spin) (kcal per mole) = 18.16



Record 2
C5H6N2 | the ωB97M-V functional and the def2-TZVPD basis

Atoms and positions in Å:
N 0.04 -0.60 0.21
N 1.34 1.25 0.36
C 0.16 0.72 0.47
C 2.04 0.17 -0.10
C -1.26 0.93 0.15
C -1.42 -0.60 0.13
C 1.24 -0.93 -0.33
H 3.10 0.28 -0.28
H -1.17 1.14 -0.96
H -1.87 -1.04 1.02
H -1.84 -1.04 -0.78
H -1.82 1.63 0.76
H 1.43 -1.92 -0.65

Results
- orbital gap (eV) = 9.292
- HOMO level (eV) = -8.40
- LUMO (eV) = 0.89
- energy relative to the best compared isomer or geometry (same formula, charge and spin) (kcal per mole) = 48.41



Record 3
C17H17FN2O3S2 | the ωB97M-V functional and the def2-TZVPD basis

Atoms and positions in Å:
S -2.05 -2.88 -0.11
S -0.69 3.25 -0.01
F 1.48 -2.90 -1.63
O -1.88 4.01 -0.25
O 0.18 3.61 1.06
O 1.94 -0.37 1.84
N 0.20 3.34 -1.42
N -0.01 -1.53 1.89
C -0.69 -0.68 0.99
C 0.55 -0.85 -2.34
C -1.14 1.52 0.12
C -0.75 -2.71 2.27
C 2.49 0.49 -0.89
C 1.94 -2.36 3.13
C -2.40 -0.31 -0.70
C 1.50 2.73 -1.45
C 1.52 -1.54 -1.64
C -0.90 -3.64 1.08
C 0.57 0.53 -2.31
C 1.30 -1.32 2.23
C -1.66 -1.18 0.11
C -2.14 1.04 -0.70
C -0.44 0.69 0.98
C 2.51 -0.89 -0.94
C 1.51 1.22 -1.56
H -1.75 -2.40 2.61
H 3.27 -1.45 -0.41
H 1.93 -3.34 2.68
H -0.37 3.20 -2.24
H -1.33 -4.60 1.36
H 1.98 3.02 -0.51
H -0.18 1.07 -2.87
H -0.26 -3.22 3.09
H 3.24 1.01 -0.31
H -3.16 -0.73 -1.34
H 0.06 -3.81 0.58
H -2.70 1.73 -1.31
H 2.07 3.16 -2.28
H -0.20 -1.39 -2.90
H 2.98 -2.05 3.28
H 0.31 1.13 1.62
H 1.45 -2.39 4.10

Results
- SMILES string = CC(=O)N1CCSc2ccc(S(=O)(=O)NCc3ccc(F)cc3)cc21
- orbital gap (eV) = 8.817
- HOMO level (eV) = -8.39
- LUMO (eV) = 0.42



Record 4
C28H65GaIN2O4 | the ωB97M-V functional and the def2-TZVPD basis

Atoms and positions in Å:
I 9.34 0.13 -4.02
Ga 8.76 2.41 -5.19
O -3.84 -2.94 3.19
O 1.83 5.83 3.69
O -6.13 -3.26 7.09
O 0.79 1.49 2.84
N -5.24 -1.07 5.28
N 2.69 3.74 1.75
C 6.70 2.72 -5.16
C 2.99 0.31 -5.80
C 5.86 1.39 -5.25
C -4.86 -1.99 2.92
C -4.88 -0.80 3.89
C 2.24 6.08 2.35
C -0.89 -1.42 2.15
C -0.15 -1.78 -4.32
C 0.86 1.96 1.50
C -1.64 -1.98 -3.80
C 3.75 1.26 -6.79
C 0.51 2.49 3.81
C -0.25 -2.24 0.99
C -6.61 -1.54 5.45
C 1.87 4.91 1.45
C -5.06 -3.13 8.01
C 2.23 2.51 1.10
C 2.25 -0.89 -6.51
C -4.19 -3.92 4.15
C -2.42 -2.22 -1.40
C -2.51 -3.02 -0.06
C 5.31 1.13 -6.71
C -1.11 -3.44 0.49
C 0.70 -0.63 -6.53
C 2.91 5.65 4.59
C -1.71 -2.99 -2.57
C -0.16 -1.76 -5.89
C -6.84 -2.05 6.87
H -0.13 3.28 3.41
H 3.53 2.32 -6.52
H -4.68 -4.12 8.23
H 2.55 -1.86 -6.07
H 3.72 -0.14 -5.09
H 1.43 2.92 4.21
H -1.25 -4.12 1.35
H 2.69 3.59 2.75
H -4.25 -2.53 7.59
H -1.98 -1.25 2.05
H 3.43 4.71 4.39
H -2.34 -3.86 -2.84
H 0.41 -2.64 -3.91
H -4.63 -1.59 1.93
H 0.40 -0.59 -7.60
H -6.59 -1.29 7.61
H 9.32 2.52 -6.70
H -4.61 -1.76 5.65
H -0.75 -2.01 3.08
H -0.54 -4.00 -0.28
H 2.50 5.61 5.60
H -3.90 -3.61 5.15
H -5.26 -4.17 4.12
H -3.63 -4.83 3.91
H 5.80 1.88 -7.35
H -1.21 -1.57 -6.20
H 6.40 0.49 -4.89
H 0.08 -2.77 -6.26
H 0.48 0.37 -6.11
H 2.03 5.19 0.41
H -6.84 -2.37 4.77
H 9.40 3.62 -4.33
H 6.47 3.22 -4.19
H -7.31 -0.73 5.24
H 0.05 2.67 1.30
H 0.07 -1.56 0.17
H 0.81 4.70 1.60
H -7.91 -2.28 6.98
H -0.02 2.01 4.64
H 2.33 0.94 -5.19
H 3.62 6.48 4.53
H -0.72 -3.36 -2.27
H -5.83 -2.48 2.83
H -3.14 -3.91 -0.24
H 5.58 0.09 -6.98
H 2.26 2.65 0.02
H 2.98 1.74 1.33
H 3.30 6.31 2.28
H -2.31 -2.37 -4.59
H -5.40 -2.68 8.95
H -2.05 -1.01 -3.46
H 4.99 1.51 -4.55
H 0.20 -0.84 -3.86
H -3.44 -1.98 -1.77
H 6.43 3.37 -6.01
H -3.02 -2.38 0.67
H -0.41 -0.43 2.27
H 0.67 1.09 0.88
H 2.61 -0.89 -7.56
H -1.91 -1.24 -1.29
H -3.87 -0.37 3.90
H 3.42 1.14 -7.84
H 0.69 -2.69 1.37
H 1.68 6.96 2.01
H -5.55 -0.03 3.49

Results
- orbital gap (eV) = 6.436
- HOMO level (eV) = -4.63
- LUMO (eV) = 1.80
- total charge = -1



Record 5
C31H76ClNO6P | the ωB97M-V functional and the def2-TZVPD basis

Atoms and positions in Å:
Cl 2.16 4.01 3.44
P -0.84 1.32 2.36
O -5.01 5.61 -2.59
O -1.08 5.46 1.16
O 2.23 -0.92 0.36
O -5.00 -1.96 -0.08
O 0.74 -6.49 -3.71
O 8.51 -0.97 -0.20
N -1.07 -0.37 2.52
C -2.48 -0.76 2.79
C 0.13 -8.65 -2.70
C -6.41 -2.01 -0.26
C -6.83 -2.63 -1.58
C 8.93 1.14 -1.40
C 1.56 -3.00 -0.77
C 10.82 -1.22 0.60
C -1.33 1.99 0.69
C -4.71 6.16 -3.86
C -3.23 6.39 -4.10
C 3.52 -1.36 0.76
C -4.61 6.38 -1.47
C -4.67 0.25 -1.10
C -5.25 7.76 -1.42
C -2.78 -1.01 4.31
C 0.96 1.63 2.75
C -0.68 -2.56 4.62
C -0.29 -6.48 -4.68
C -1.36 4.56 0.09
C 1.86 1.81 5.12
C 9.78 -1.54 -0.46
C -0.50 3.25 0.23
C 0.45 -7.18 -2.50
C 8.47 0.45 -0.13
C -1.58 -5.82 -4.20
C 1.15 2.61 3.98
C 4.61 -1.09 -0.26
C -1.54 4.90 2.38
C -4.27 -1.21 -1.04
C 1.71 -1.49 -0.83
C -1.53 -1.37 5.17
H -3.48 -1.86 4.35
H 2.32 -1.20 -1.69
H 1.51 1.98 1.86
H 5.58 -1.41 0.12
H -0.69 4.38 2.89
H -2.68 5.45 -3.98
H 0.73 -1.04 -0.98
H -5.28 7.08 -4.02
H 9.04 0.80 0.74
H -5.71 0.39 -1.40
H 1.40 0.66 3.02
H -5.08 5.43 -4.59
H -1.02 -2.87 3.61
H 7.43 0.72 0.06
H -3.22 -1.28 -0.74
H -0.76 -8.80 -3.30
H -1.94 5.71 3.00
H -0.66 -0.89 1.75
H -4.05 0.79 -1.82
H 1.12 -3.38 -1.70
H -3.07 6.76 -5.11
H -1.39 -4.80 -3.87
H 8.32 0.82 -2.25
H 9.62 -2.62 -0.49
H 11.03 -0.15 0.66
H -2.44 4.35 0.07
H -1.03 5.09 -0.83
H -7.92 -2.68 -1.64
H -0.36 -6.67 -1.96
H -0.08 3.02 -0.76
H 2.16 2.49 5.93
H 1.12 1.05 5.46
H 10.14 -1.26 -1.46
H -3.51 6.46 -1.44
H 0.91 -3.29 0.06
H -2.81 7.11 -3.40
H -4.98 8.37 -2.27
H -2.32 -5.80 -5.00
H -2.02 -6.36 -3.36
H 3.49 -2.43 1.03
H -1.19 1.20 -0.07
H -6.43 -3.63 -1.68
H 0.10 -5.91 -5.53
H 0.15 2.92 4.33
H 4.43 -1.62 -1.20
H -4.35 -1.68 -2.03
H -6.34 7.67 -1.41
H -3.24 -0.07 2.38
H -4.94 8.29 -0.51
H -1.92 -1.68 6.15
H -2.64 -1.72 2.27
H -0.96 -0.44 5.36
H 0.35 -2.17 4.47
H 8.83 2.23 -1.30
H -1.57 2.04 3.35
H 11.76 -1.73 0.37
H -6.84 -1.01 -0.13
H 3.75 -0.82 1.68
H 9.97 0.92 -1.64
H -2.33 4.13 2.24
H 1.34 -7.09 -1.88
H -4.90 5.82 -0.58
H -6.48 -2.04 -2.44
H -0.48 -7.49 -5.05
H 0.96 -9.16 -3.20
H 2.51 -3.51 -0.63
H 2.71 1.23 4.72
H 4.65 -0.02 -0.49
H -0.04 -9.13 -1.73
H -6.79 -2.62 0.55
H -0.59 -3.40 5.32
H -3.32 -0.16 4.76
H 10.48 -1.55 1.58
H 0.36 3.50 0.88
H -4.55 0.72 -0.11
H -2.40 2.28 0.64

Results
- orbital gap (eV) = 8.854
- HOMO level (eV) = -11.14
- LUMO (eV) = -2.29
- total charge = +1



Record 6
C7H8 | the ωB97M-V functional and the def2-TZVPD basis

Atoms and positions in Å:
C -0.10 -1.29 -0.34
C 0.93 -0.66 -1.28
C -1.04 -0.14 -0.60
C -0.07 -0.03 0.55
C -0.34 0.43 1.95
C 0.97 0.57 -0.42
C -0.02 0.51 -1.55
H -2.12 -0.19 -0.59
H -0.39 -2.33 -0.22
H -0.16 1.25 -2.33
H 1.81 1.24 -0.30
H -1.21 -0.06 2.41
H 0.53 0.31 2.61
H -0.56 1.50 1.89
H 1.77 -1.11 -1.80

Results
- SMILES string = C[C@@]12[C@@H]3[C@H]4[C@@H]3[C@@H]1[C@H]42
- orbital gap (eV) = 9.802
- HOMO level (eV) = -8.56
- LUMO (eV) = 1.24
- energy relative to the best compared isomer or geometry (same formula, charge and spin) (kcal per mole) = 111.93



Record 7
C17H21N7O3PdS | the ωB97M-V functional and the def2-TZVPD basis

Atoms and positions in Å:
Pd 9.37 7.27 10.52
S 11.50 6.07 9.35
O 9.01 10.51 8.50
O 10.07 9.07 9.90
O 6.62 4.50 12.00
N 8.09 6.24 9.26
N 12.94 6.60 7.12
N 8.45 5.91 11.72
N 7.82 9.60 10.17
N 12.26 8.46 8.14
N 10.09 7.80 12.38
N 7.68 8.44 10.92
C 9.05 9.78 9.46
C 12.98 5.20 6.76
C 13.71 7.63 6.47
C 7.17 5.43 9.86
C 9.81 6.95 13.35
C 8.09 6.40 7.94
C 11.42 9.07 13.88
C 10.92 8.87 12.65
C 10.37 7.07 14.64
C 11.17 8.16 14.92
C 13.20 8.93 7.15
C 6.14 4.80 9.10
C 7.32 5.25 11.31
C 7.09 5.89 7.13
C 8.84 5.84 13.06
C 6.16 5.00 7.70
C 12.16 7.12 8.12
H 11.08 9.53 11.81
H 5.44 4.15 9.64
H 7.02 9.99 9.61
H 13.66 7.54 5.42
H 6.97 6.19 6.07
H 12.15 9.91 14.03
H 14.79 7.43 6.68
H 12.77 9.62 6.41
H 10.19 6.24 15.36
H 12.02 4.74 6.99
H 5.54 4.43 7.01
H 11.52 9.02 8.65
H 7.79 8.64 11.92
H 8.89 7.05 7.55
H 13.80 4.65 7.29
H 7.88 5.80 13.63
H 14.08 9.45 7.54
H 6.87 7.83 10.72
H 9.30 4.86 13.23
H 11.55 8.33 15.94
H 13.20 5.13 5.70

Results
- multiplicity = 5
- orbital gap (alpha / beta) (eV) = 7.260 / 5.010
- HOMO level (alpha / beta) (eV) = -13.80 / -15.15
- LUMO (alpha / beta) (eV) = -6.54 / -10.14
- total charge = +2



Record 8
C46H60FeN2OPSTe | the ωB97M-V functional and the def2-TZVPD basis

Atoms and positions in Å:
Te -1.00 -1.47 0.53
Fe 1.24 -0.38 -0.60
S 5.53 -0.62 -0.41
P 2.81 2.45 -0.53
O -0.13 -3.41 -2.01
N 0.10 -1.11 -1.86
N 2.96 -2.31 -0.33
C 4.94 -1.70 -1.63
C 1.15 2.15 -0.95
C -3.23 -2.39 -1.74
C -2.90 -0.63 0.10
C 0.08 3.21 -0.67
C -1.34 2.71 -0.98
C -2.72 -2.01 6.82
C -5.62 0.05 -0.10
C 0.72 -2.26 -3.90
C -2.58 1.22 1.82
C -2.31 -1.89 5.38
C -3.42 0.42 0.86
C -4.77 0.74 0.75
C -2.62 -2.45 3.04
C -5.07 -0.95 -0.89
C 4.40 -3.90 -3.36
C 3.15 1.40 0.94
C -1.56 1.62 -1.82
C 2.76 -4.72 -1.71
C 5.35 -2.97 -3.69
C 5.64 -1.91 -2.81
C -2.98 -2.57 4.38
C -3.42 -3.25 2.03
C 3.16 0.92 -2.89
C -3.71 3.20 -1.09
C -2.82 1.35 -2.32
C 3.57 5.26 -0.88
C 3.65 -3.72 -2.18
C 2.23 -3.30 0.14
C 1.54 -3.15 1.46
C -0.85 -0.95 3.68
C 0.19 -2.30 -2.47
C 2.13 -4.55 -0.52
C -3.72 -1.30 -0.81
C 4.32 1.73 1.87
C -7.08 0.39 -0.20
C 0.35 -0.07 3.42
C 3.71 3.99 -0.05
C -3.91 2.15 -1.97
C 0.25 4.37 -1.68
C -1.23 -1.09 5.02
C -2.45 3.47 -0.60
C -1.56 -1.61 2.67
C 3.82 1.93 -1.95
C 0.20 3.77 0.75
C 3.81 -2.56 -1.39
H -2.56 0.75 2.80
H -3.19 -2.00 -2.76
H 5.26 1.73 1.33
H -2.99 2.23 1.93
H 2.62 -5.63 -2.29
H 3.64 5.07 -1.95
H 2.63 5.77 -0.68
H 1.64 -2.14 1.84
H 6.48 -1.26 -3.02
H -0.67 -0.57 5.78
H 0.48 -3.42 1.39
H -2.79 -3.64 1.23
H -3.55 -2.71 6.94
H 1.80 -2.44 -3.88
H 4.73 1.51 -1.53
H 0.52 0.07 2.35
H 2.00 -3.83 2.17
H -2.32 4.32 0.07
H -3.81 -3.22 4.64
H 1.24 3.98 1.00
H 1.26 -0.52 3.84
H -0.18 3.07 1.49
H 1.27 4.76 -1.67
H 4.39 0.95 2.63
H -7.40 0.47 -1.24
H -1.90 -2.35 7.45
H -7.69 -0.38 0.28
H -0.34 4.71 0.87
H 2.20 1.36 1.48
H 0.23 0.91 3.88
H -3.92 -3.23 -1.74
H -3.06 -1.04 7.22
H -4.89 1.94 -2.37
H 2.38 1.36 -3.51
H -5.17 1.54 1.36
H 3.47 4.20 0.99
H -5.70 -1.48 -1.60
H -0.74 0.96 -2.08
H -0.45 5.19 -1.47
H 4.74 3.64 -0.08
H -2.96 0.51 -2.99
H -4.19 -2.62 1.56
H -3.92 -4.08 2.52
H -1.56 1.29 1.46
H 0.54 -1.29 -4.37
H 3.91 0.46 -3.53
H 1.17 1.98 -2.03
H 4.07 2.83 -2.51
H 0.04 4.00 -2.69
H 2.67 0.13 -2.33
H 1.49 -5.32 -0.11
H 4.18 2.68 2.38
H -2.24 -2.76 -1.50
H -7.29 1.34 0.30
H -4.55 3.80 -0.77
H 5.94 -3.09 -4.59
H 4.23 -4.78 -3.97
H 4.37 5.96 -0.62
H 3.37 0.41 0.51
H 0.26 -3.06 -4.49

Results
- multiplicity = 5
- orbital gap (alpha / beta) (eV) = 6.065 / 6.072
- HOMO level (alpha / beta) (eV) = -3.77 / -3.77
- LUMO (alpha / beta) (eV) = 2.30 / 2.30
- energy relative to the best compared isomer or geometry (same formula, charge and spin) (kcal per mole) = 12.10
- total charge = -1